Entry from the OMol25 dataset: the molecule C34H29F5N4O4P2S3 in a non-equilibrium geometry (wB97M-V/def2-TZVPD).

The value obtained for the strongest force on any atom is 4.97 eV/Å. Its orbital gap is 0.252 Eh. The calculation puts the electronic energy at -4209.2703 hartree. As for the SMILES: C#Cc1c(CCCSC(=S)N(c2ccccc2)c2ccccc2)c(PP(=O)(O)O)c(CC=O)c2nc(CCCC(F)(F)C(F)(F)F)c(N=C=S)nc12. Its multiplicity is 1. For the molecular weight, the calculation gives 810.77 u. The calculation puts the HOMO energy at -8.280 eV. Its charge is 0.

Each line ends with the Löwdin charge.
Cartesian coordinates (Å):
C  0.543803  -1.953227  3.742907  0.110
C  0.265604  -1.041337  2.969136  -0.097
C  0.005231  0.379845  2.393206  -0.068
C  0.929823  0.915103  1.358067  -0.140
C  2.100507  -0.038906  0.878362  -0.178
C  1.462299  -1.087264  -0.171312  -0.232
C  2.692572  -1.999066  -0.680654  -0.474
S  2.254989  -3.819550  -0.696856  0.803
C  2.160087  -4.156119  -2.527739  -0.980
S  1.045155  -3.294687  -3.381459  0.732
N  3.114269  -5.136754  -3.055792  -0.134
C  2.477245  -6.352195  -3.566174  -0.201
C  1.014748  -6.655241  -3.593044  -0.031
C  0.537207  -7.955299  -4.203945  -0.068
C  1.480386  -8.991933  -4.761796  -0.087
C  2.954411  -8.708936  -4.693456  -0.076
C  3.411849  -7.414403  -4.125102  -0.013
C  3.964265  -4.590399  -4.124496  -0.237
C  3.432442  -4.307818  -5.522190  -0.027
C  4.280975  -3.755049  -6.615350  -0.053
C  5.744590  -3.526593  -6.272332  -0.078
C  6.309544  -3.824523  -4.913370  -0.075
C  5.412011  -4.345744  -3.823328  -0.004
C  0.711673  2.328081  0.816666  -0.321
P  1.909513  2.933722  -0.480688  0.873
P  3.793089  3.565217  0.417588  0.377
O  3.938654  3.204343  1.873635  -0.360
O  3.918996  5.231810  0.200370  -0.217
O  5.023312  2.832552  -0.486239  -0.215
C  -0.453571  3.113835  1.356905  -0.101
C  -0.656263  4.593399  0.808048  -0.123
C  0.597274  5.530432  1.107908  -0.268
O  0.873785  6.454184  0.348556  0.000
C  -1.417103  2.531862  2.389440  -0.123
N  -2.483950  3.346426  2.809824  0.143
C  -3.308412  2.730509  3.716491  -0.134
C  -4.581945  3.506959  4.267438  -0.128
C  -5.029735  4.724011  3.339950  -0.146
C  -6.644812  4.725322  3.346077  -0.077
C  -7.261455  6.172734  3.443492  -0.347
F  -7.168557  6.919720  2.263500  0.077
F  -6.707365  6.950146  4.473327  0.069
C  -8.832024  6.042023  3.801550  -0.392
F  -8.978484  5.957224  5.177953  0.113
F  -9.498737  7.199288  3.406941  0.112
F  -9.387246  4.912143  3.185379  0.099
C  -3.039414  1.326309  4.229868  -0.203
N  -3.995087  0.798911  5.241204  0.098
C  -4.845748  0.080534  4.675765  -0.715
S  -6.176510  -0.676385  4.145165  0.713
N  -1.995994  0.500937  3.895036  0.189
C  -1.206827  1.156236  2.934057  -0.119
H  0.748724  -2.905085  4.294460  0.058
H  2.499520  -0.670680  1.727568  0.120
H  2.934103  0.510976  0.352808  0.069
H  0.662894  -1.733922  0.304026  0.095
H  0.959949  -0.527547  -1.017647  0.109
H  3.625012  -1.796141  -0.059465  0.082
H  2.955710  -1.655120  -1.736472  0.078
H  0.272700  -5.932157  -3.166600  0.067
H  -0.563992  -8.207829  -4.273382  0.092
H  1.130647  -9.954512  -5.219859  0.087
H  3.688553  -9.478795  -5.076725  0.097
H  4.520156  -7.216790  -4.098654  0.104
H  2.324953  -4.520507  -5.650122  0.088
H  3.881212  -3.529751  -7.638588  0.094
H  6.419492  -3.121784  -7.079191  0.088
H  7.401351  -3.623688  -4.741666  0.090
H  5.879809  -4.562876  -2.821872  0.107
H  1.345018  4.137430  -1.036327  -0.048
H  4.321824  5.640742  0.993736  0.084
H  4.723409  1.949997  -0.797180  0.054
H  -1.540226  5.100364  1.323203  0.116
H  -0.873017  4.598037  -0.310854  0.125
H  1.294298  5.359301  1.994985  0.140
H  -5.426684  2.737509  4.230964  0.099
H  -4.473101  3.780017  5.363084  0.137
H  -4.650749  4.541843  2.294670  0.110
H  -4.668718  5.687082  3.804759  0.120
H  -7.074073  4.194008  2.449203  0.139
H  -7.009846  4.167491  4.272642  0.133

Atoms 1-6, force components in eV/Å:
-0.319 -0.052 -1.104
0.097 1.731 0.981
0.407 0.138 -0.810
-1.413 0.371 1.595
-1.698 -0.314 -0.489
0.925 0.057 0.257